# C12H32O4

A cluster of 4 separate species, C12H32O4 in total at a distorted geometry (ωB97M-V/def2-TZVPD, the OMol25 dataset).

Geometry as XYZ:
```
48
Properties=species:S:1:pos:R:3:nbo_charge:R:1
C -0.738 3.110 1.066 -0.636
C -1.851 4.012 0.828 0.113
C -3.094 3.209 0.533 -0.649
O -2.047 4.813 1.998 -0.754
H -0.770 2.609 2.039 0.218
H 0.096 3.722 1.302 0.207
H -0.676 2.429 0.308 0.206
H -1.508 4.734 -0.032 0.155
H -4.035 3.871 0.706 0.226
H -3.374 2.442 1.184 0.218
H -2.925 2.606 -0.293 0.218
H -1.697 5.670 2.035 0.477
C 4.953 0.351 1.273 -0.643
C 3.447 0.673 1.440 0.112
C 2.875 1.775 0.369 -0.652
O 2.688 -0.415 1.210 -0.712
H 5.188 -0.176 0.163 0.202
H 5.357 -0.399 1.879 0.213
H 5.436 1.315 1.383 0.225
H 3.273 1.047 2.498 0.155
H 1.960 2.232 0.543 0.219
H 2.769 1.294 -0.703 0.217
H 3.465 2.687 0.607 0.217
H 3.201 -1.065 1.550 0.474
C 0.840 -1.265 -2.795 -0.633
C 0.447 -0.414 -1.491 0.128
C -1.063 0.150 -1.628 -0.620
O 0.542 -1.175 -0.305 -0.791
H -0.064 -1.997 -2.897 0.223
H 1.765 -1.606 -2.512 0.214
H 0.768 -0.463 -3.692 0.206
H 1.082 0.477 -1.265 0.146
H -1.212 0.633 -0.632 0.199
H -1.703 -0.589 -1.746 0.193
H -1.093 0.833 -2.466 0.203
H 1.209 -0.607 0.240 0.520
C -2.379 -5.093 -0.876 -0.655
C -1.728 -3.702 -0.651 0.104
C -2.255 -3.049 0.632 -0.654
O -0.288 -3.786 -0.500 -0.756
H -3.446 -5.075 -0.684 0.221
H -2.222 -5.861 -0.236 0.220
H -1.901 -5.596 -1.688 0.225
H -1.935 -2.955 -1.377 0.154
H -2.008 -3.563 1.554 0.210
H -3.279 -2.884 0.712 0.206
H -2.169 -1.990 0.725 0.217
H 0.097 -2.970 -0.307 0.495
```

The calculation puts the HOMO energy at -9.40 eV. The energy relative to the best compared isomer or geometry (same formula, charge and spin) is 126.6 kcal/mol. The net charge is 0. Its energy is -777.1531 Eh. The molar mass is 240.384 g/mol. The value obtained for the HOMO-LUMO gap is 10.0 eV.